Computed, not measured: C16H44BeNO7 as an isolated structure, with ωB97M-V/def2-TZVPD.

```
69
Properties=species:S:1:pos:R:3
Be 14.34 22.70 -8.97
C 16.80 22.34 -4.82
C 16.18 23.33 -6.01
O 15.06 22.73 -6.55
H 16.50 21.29 -4.84
H 16.25 22.55 -3.90
H 17.88 22.26 -4.68
H 16.95 23.35 -6.78
H 15.98 24.37 -5.76
C 25.88 22.98 -4.23
C 24.29 23.13 -4.59
C 24.08 23.15 -6.16
C 22.61 22.95 -6.54
C 22.13 21.65 -5.90
C 22.16 21.72 -4.37
N 23.56 22.08 -3.90
O 23.74 22.00 -2.60
C 20.92 22.56 -3.96
C 21.79 20.33 -3.85
C 23.89 24.67 -4.09
H 26.13 22.77 -3.19
H 26.54 23.74 -4.65
H 26.19 22.06 -4.72
H 24.45 24.12 -6.50
H 24.71 22.33 -6.47
H 22.37 22.90 -7.60
H 21.96 23.79 -6.29
H 22.76 20.82 -6.21
H 21.17 21.29 -6.27
H 21.16 23.57 -4.29
H 20.00 22.22 -4.45
H 20.92 22.49 -2.87
H 22.03 20.11 -2.81
H 20.76 20.01 -4.06
H 22.55 19.69 -4.30
H 24.61 25.14 -3.42
H 22.87 24.61 -3.72
H 23.97 25.35 -4.94
H 24.34 21.25 -2.63
C 16.95 24.50 -9.61
O 16.43 23.47 -10.48
H 16.36 24.69 -8.71
H 17.88 24.14 -9.17
H 16.97 25.51 -10.03
H 17.11 23.38 -11.15
C 13.49 24.74 -3.26
O 12.53 23.92 -3.78
H 13.35 25.75 -3.63
H 13.55 24.79 -2.17
H 14.52 24.54 -3.57
H 11.69 24.40 -3.78
C 17.83 19.76 -8.03
O 17.57 20.51 -9.20
H 18.77 20.08 -7.58
H 16.94 19.96 -7.42
H 17.76 18.70 -8.28
H 16.64 20.27 -9.28
C 14.14 19.64 -3.49
O 13.44 20.77 -2.92
H 13.37 19.15 -4.08
H 15.04 19.93 -4.03
H 14.53 18.97 -2.72
H 14.14 21.09 -2.35
C 16.96 27.08 -5.44
O 17.45 27.14 -6.80
H 16.74 28.15 -5.34
H 16.03 26.55 -5.22
H 17.65 26.76 -4.67
H 18.15 27.80 -6.80
```

multiplicity	2
lowest unoccupied orbital energy	-9.6	eV
charge	+2
maximum force	0.1070	hartree/bohr
gap between HOMO and LUMO	4.25	eV

Mulliken population analysis, charges in e, atoms 1 to 8: Be 0.97; C -0.10; C 0.36; O -0.49; H 0.08; H 0.34; H -0.34; H 0.19

=====

Computed, not measured: C16H44CrN4O8S as an isolated structure, with ωB97M-V/def2-TZVPD.

```
74
Properties=species:S:1:pos:R:3
Cr -0.84 -0.49 1.43
S 0.30 0.91 3.43
O 1.37 0.14 4.06
O 0.46 0.96 1.90
O -0.99 0.08 3.45
O 0.13 2.24 3.94
C 0.99 -4.05 0.77
C 1.65 -3.10 1.78
C 2.82 -2.33 1.23
O 2.40 -1.43 0.23
C 3.46 -0.64 -0.24
N 0.63 -2.15 2.35
H 1.64 -4.30 -0.08
H 0.10 -3.58 0.35
H 0.67 -4.96 1.27
H 2.06 -3.70 2.60
H 3.55 -3.03 0.81
H 3.28 -1.76 2.06
H 3.04 0.18 -0.83
H 4.16 -1.21 -0.86
H 4.02 -0.18 0.59
H 0.17 -2.66 3.11
H 1.15 -1.42 2.89
C -5.12 0.87 1.13
C -3.82 0.23 1.60
C -3.89 -1.28 1.37
O -2.62 -1.89 1.59
C -2.71 -3.24 2.04
N -2.62 0.81 0.94
H -5.37 0.53 0.11
H -5.04 1.95 1.08
H -5.97 0.59 1.76
H -3.70 0.40 2.67
H -4.24 -1.50 0.36
H -4.61 -1.65 2.11
H -1.71 -3.63 2.19
H -3.26 -3.87 1.33
H -3.21 -3.29 3.02
H -2.86 0.96 -0.04
H -2.42 1.72 1.35
C 0.69 4.17 -2.07
C 1.09 2.98 -1.21
C 2.44 3.24 -0.56
O 3.44 3.40 -1.55
C 4.69 3.72 -0.98
N 0.06 2.70 -0.17
H 0.76 5.08 -1.47
H -0.35 4.08 -2.39
H 1.39 4.27 -2.89
H 1.17 2.10 -1.85
H 2.71 2.41 0.10
H 2.38 4.14 0.07
H 5.41 3.75 -1.79
H 5.00 2.94 -0.27
H 4.65 4.69 -0.47
H 0.49 2.10 0.56
H -0.17 3.56 0.31
C -1.90 -1.84 -1.76
C -0.43 -1.51 -1.74
C 0.02 -0.91 -3.07
O -0.71 0.27 -3.29
C -0.22 1.03 -4.38
N -0.13 -0.56 -0.63
H -2.21 -2.46 -2.60
H -2.50 -0.92 -1.77
H -2.20 -2.37 -0.85
H 0.16 -2.42 -1.60
H -0.17 -1.61 -3.90
H 1.10 -0.72 -3.06
H -0.97 1.77 -4.63
H -0.04 0.39 -5.26
H 0.73 1.52 -4.13
H -0.33 0.39 -0.99
H 0.90 -0.59 -0.54
```

multiplicity	5
lowest unoccupied orbital energy (spin up / spin down)	0.3 / 0.3	eV
ΔE to the lowest compared entry with this formula, charge and spin	0.00	kcal/mol
maximum force	0.0266	hartree/bohr
gap between HOMO and LUMO (spin up / spin down)	6.63 / 8.84	eV

Mulliken population analysis, charges in e, atoms 1 to 8: Cr 0.43; S 1.38; O -0.86; O -0.95; O -0.49; O -0.71; C -1.08; C 0.38

=====

Computed, not measured: C16H44KN4O8S as an isolated structure, with ωB97M-V/def2-TZVPD.

```
74
Properties=species:S:1:pos:R:3
K -0.27 0.48 -1.10
S -2.23 2.77 0.39
O -2.47 2.72 -1.11
O -3.48 3.25 1.00
O -1.92 1.35 0.80
O -1.05 3.61 0.69
C -0.80 -0.58 3.46
C 0.02 0.65 3.78
C 1.31 0.28 4.48
O 1.16 -0.24 5.79
C 0.47 0.60 6.68
N 0.37 1.33 2.52
H -1.22 -1.06 4.35
H -0.22 -1.30 2.89
H -1.65 -0.28 2.83
H -0.53 1.38 4.38
H 2.03 1.12 4.44
H 1.77 -0.54 3.92
H 0.55 0.15 7.68
H -0.58 0.73 6.45
H 0.97 1.58 6.75
H -0.41 1.20 1.85
H 0.37 2.34 2.66
C 4.66 0.09 0.72
C 3.86 1.38 0.69
C 4.43 2.42 -0.22
O 3.84 3.65 0.06
C 4.38 4.69 -0.70
N 2.45 1.05 0.33
H 4.21 -0.58 1.45
H 5.71 0.25 0.97
H 4.58 -0.42 -0.24
H 3.81 1.83 1.69
H 4.34 2.14 -1.28
H 5.52 2.46 -0.01
H 4.30 4.51 -1.78
H 5.43 4.87 -0.43
H 3.82 5.59 -0.45
H 1.97 0.76 1.19
H 1.95 1.91 0.09
C 1.48 -2.44 0.13
C 1.36 -2.82 -1.34
C 1.41 -4.31 -1.65
O 0.22 -4.99 -1.33
C 0.13 -5.42 -0.01
N 0.08 -2.21 -1.88
H 2.10 -3.15 0.68
H 0.49 -2.43 0.59
H 1.89 -1.44 0.23
H 2.17 -2.33 -1.90
H 2.27 -4.81 -1.16
H 1.58 -4.43 -2.72
H 0.99 -6.03 0.31
H -0.77 -6.04 0.08
H 0.02 -4.60 0.71
H 0.15 -2.06 -2.89
H -0.59 -2.99 -1.80
C -2.91 0.36 -3.39
C -4.37 0.81 -3.25
C -5.25 -0.40 -3.40
O -5.23 -1.06 -4.66
C -5.46 -0.24 -5.78
N -4.66 1.37 -1.91
H -2.62 -0.29 -2.56
H -2.22 1.21 -3.41
H -2.76 -0.22 -4.32
H -4.57 1.55 -4.01
H -6.29 -0.10 -3.16
H -4.96 -1.17 -2.69
H -6.48 0.19 -5.80
H -5.32 -0.81 -6.69
H -4.75 0.61 -5.87
H -3.86 1.94 -1.58
H -4.71 0.58 -1.26
```

multiplicity	1
lowest unoccupied orbital energy	1.7	eV
charge	-1
ΔE to the lowest compared entry with this formula, charge and spin	0.00	kcal/mol
maximum force	0.0319	hartree/bohr
gap between HOMO and LUMO	5.84	eV

Mulliken population analysis, charges in e, atoms 1 to 8: K 0.73; S 1.11; O -0.84; O -0.75; O -0.79; O -0.73; C -1.33; C 0.60

=====

Computed, not measured: a 6-piece molecular cluster, C16H44N2O6 overall, with ωB97M-V/def2-TZVPD.

```
68
Properties=species:S:1:pos:R:3
N 9.06 10.93 10.96
C 9.78 10.22 9.98
N 9.68 10.47 8.56
O 10.55 9.32 10.40
H 8.31 11.56 10.67
H 8.91 10.44 11.84
H 8.82 10.97 8.29
H 10.07 9.80 7.94
C 4.79 11.18 7.74
C 6.24 10.93 7.31
C 6.27 10.87 5.80
O 7.12 11.90 7.76
H 4.19 10.30 7.55
H 4.50 12.01 7.12
H 4.75 11.42 8.83
H 6.62 10.00 7.75
H 7.27 10.78 5.39
H 5.85 11.81 5.36
H 5.58 10.15 5.36
H 7.15 12.63 7.15
C 13.97 7.85 12.34
C 13.64 9.37 12.12
C 13.76 9.71 10.65
O 12.31 9.65 12.56
H 15.04 7.66 12.18
H 13.36 7.24 11.62
H 13.79 7.63 13.40
H 14.29 9.99 12.75
H 13.10 8.96 10.15
H 14.77 9.51 10.32
H 13.51 10.78 10.54
H 11.69 9.63 11.81
C 9.69 6.82 8.06
C 11.09 7.34 8.11
C 12.10 6.15 7.79
O 11.31 8.31 7.13
H 8.88 7.57 8.00
H 9.43 6.16 8.89
H 9.64 6.23 7.11
H 11.35 7.70 9.09
H 13.13 6.50 7.57
H 11.72 5.73 6.87
H 12.15 5.39 8.57
H 10.75 8.08 6.41
C 7.58 10.16 16.07
C 8.51 9.53 15.08
C 7.92 8.17 14.62
O 8.63 10.44 13.90
H 8.09 11.00 16.55
H 7.38 9.42 16.87
H 6.69 10.44 15.52
H 9.51 9.39 15.47
H 7.97 7.51 15.52
H 8.50 7.72 13.84
H 6.85 8.20 14.40
H 9.56 10.77 13.94
C 12.50 13.08 15.13
C 11.28 12.72 14.24
C 11.41 13.09 12.74
O 11.09 11.29 14.41
H 13.32 12.54 14.63
H 12.27 12.55 16.08
H 12.65 14.14 15.21
H 10.34 13.17 14.64
H 11.83 14.11 12.71
H 10.42 13.05 12.28
H 12.22 12.45 12.26
H 11.64 10.80 13.72
```

multiplicity	1
SMILES string	NC(N)=O.CC(C)O.CC(C)O.CC(C)O.CC(C)O.CC(C)O
lowest unoccupied orbital energy	0.5	eV
ΔE to the lowest compared entry with this formula, charge and spin	0.00	kcal/mol
maximum force	0.0833	hartree/bohr
gap between HOMO and LUMO	10.01	eV

Mulliken population analysis, charges in e, atoms 1 to 8: N -0.15; C 0.44; N -0.23; O -0.73; H 0.19; H 0.13; H 0.15; H 0.27

=====

Computed, not measured: a 4-piece molecular cluster, C16H44N4O4 overall, with ωB97M-V/def2-TZVPD.

```
68
Properties=species:S:1:pos:R:3
C -0.99 5.07 0.56
O -0.24 5.45 -0.65
C 0.72 4.50 -1.14
C 1.35 5.07 -2.44
C 2.20 4.06 -3.28
N 2.35 6.13 -2.22
H -0.39 4.98 1.47
H -1.45 4.10 0.39
H -1.72 5.87 0.64
H 1.45 4.36 -0.34
H 0.30 3.52 -1.35
H 0.48 5.36 -3.04
H 2.82 4.41 -4.10
H 1.44 3.42 -3.72
H 2.83 3.49 -2.60
H 1.98 6.70 -1.47
H 3.20 5.83 -1.76
C 2.05 -0.07 1.98
O 0.95 0.70 2.45
C -0.27 0.18 2.08
C -1.49 0.90 2.76
C -1.52 0.46 4.28
N -2.82 0.50 2.18
H 2.20 0.11 0.91
H 2.18 -1.11 2.30
H 2.84 0.53 2.44
H -0.42 0.22 1.01
H -0.45 -0.88 2.29
H -1.43 1.98 2.66
H -2.31 1.07 4.73
H -0.63 0.70 4.85
H -1.70 -0.60 4.42
H -3.49 0.57 2.93
H -2.76 -0.38 1.69
C 0.06 0.31 -3.58
O 0.57 -0.85 -2.98
C 1.27 -0.62 -1.84
C 1.99 -1.94 -1.34
C 2.80 -2.55 -2.45
N 0.85 -2.75 -1.06
H -0.56 0.13 -4.46
H 0.76 1.07 -3.91
H -0.53 0.87 -2.86
H 2.06 0.09 -2.09
H 0.69 -0.14 -1.05
H 2.52 -1.71 -0.41
H 3.77 -2.06 -2.50
H 2.29 -2.35 -3.39
H 2.97 -3.59 -2.20
H 0.24 -2.57 -1.85
H 1.05 -3.74 -1.10
C -3.02 -1.74 0.00
O -1.90 -2.42 0.53
C -2.14 -3.58 1.23
C -1.12 -4.63 1.08
C -1.44 -5.79 1.98
N 0.21 -4.25 1.34
H -3.73 -1.37 0.74
H -3.60 -2.40 -0.65
H -2.68 -0.95 -0.66
H -2.19 -3.19 2.25
H -3.10 -4.02 0.97
H -1.12 -5.01 0.05
H -1.83 -5.55 2.97
H -0.60 -6.49 2.06
H -2.32 -6.30 1.60
H 0.42 -3.56 0.63
H 0.12 -3.57 2.08
```

multiplicity	1
SMILES string	COC[C@H](C)N.COC[C@H](C)N.COC[C@H](C)N.COC[C@H](C)N
lowest unoccupied orbital energy	0.7	eV
ΔE to the lowest compared entry with this formula, charge and spin	62.27	kcal/mol
maximum force	0.0620	hartree/bohr
gap between HOMO and LUMO	9.72	eV

Mulliken population analysis, charges in e, atoms 1 to 8: C -0.73; O -0.37; C -0.47; C 0.42; C -1.18; N -0.75; H 0.29; H 0.29

=====

Computed, not measured: C16H45AsF9O2SSi4 as an isolated structure, with ωB97M-V/def2-TZVPD.

```
78
Properties=species:S:1:pos:R:3
F 3.28 -1.98 3.77
C 4.40 -2.66 3.43
F 4.99 -3.11 4.54
C 5.37 -1.61 2.80
C 6.62 -1.28 3.66
As 8.15 -2.64 3.58
C 4.09 -3.80 2.43
F 5.12 -4.20 1.76
F 3.25 -3.30 1.53
S 3.29 -5.35 3.17
F 3.77 -6.20 1.89
F 1.90 -5.06 2.41
F 2.71 -4.58 4.42
F 4.61 -5.77 3.91
F 2.61 -6.67 3.73
H 5.70 -1.89 1.79
H 4.82 -0.67 2.69
H 7.03 -0.35 3.23
H 6.37 -1.03 4.69
H 7.18 -3.79 3.08
H 8.54 -2.19 2.12
H 9.16 -1.60 4.24
H 7.77 -3.08 5.08
H 9.33 -3.71 3.63
O 0.48 -1.59 -3.64
Si -0.68 -0.42 -3.57
C 0.11 1.26 -3.33
C -1.84 -0.75 -2.13
C -1.69 -0.37 -5.14
Si 1.70 -2.21 -2.71
C 2.59 -3.59 -3.59
C 1.00 -2.88 -1.10
C 2.95 -0.87 -2.30
H 0.60 1.32 -2.36
H -0.65 2.05 -3.37
H 0.85 1.45 -4.11
H -2.27 -1.76 -2.21
H -2.67 -0.03 -2.14
H -1.32 -0.66 -1.18
H -2.19 -1.32 -5.31
H -1.06 -0.16 -6.01
H -2.45 0.41 -5.07
H 1.90 -4.41 -3.83
H 3.38 -3.99 -2.96
H 3.03 -3.24 -4.52
H 0.58 -2.08 -0.49
H 1.79 -3.37 -0.53
H 0.22 -3.62 -1.30
H 2.50 -0.10 -1.67
H 3.32 -0.40 -3.21
H 3.79 -1.30 -1.76
O -5.75 4.45 -0.46
Si -5.06 3.13 -1.17
C -5.66 1.56 -0.33
C -3.19 3.21 -1.00
C -5.48 3.02 -2.98
Si -5.84 5.18 1.02
C -6.89 6.72 0.94
C -4.13 5.67 1.60
C -6.59 4.02 2.27
H -5.32 1.52 0.71
H -5.28 0.68 -0.85
H -6.75 1.52 -0.34
H -2.81 4.15 -1.42
H -2.72 2.38 -1.54
H -2.89 3.15 0.04
H -5.13 3.90 -3.52
H -6.56 2.95 -3.13
H -5.02 2.14 -3.43
H -6.48 7.45 0.23
H -6.94 7.20 1.92
H -7.91 6.49 0.62
H -3.51 4.78 1.78
H -4.19 6.23 2.54
H -3.63 6.29 0.86
H -5.95 3.15 2.44
H -7.57 3.66 1.93
H -6.74 4.53 3.23
```

multiplicity	1
lowest unoccupied orbital energy	1.7	eV
charge	-1
maximum force	0.0591	hartree/bohr
gap between HOMO and LUMO	4.93	eV

Mulliken population analysis, charges in e, atoms 1 to 8: F -0.32; C 1.28; F -0.28; C -0.72; C -1.52; As -0.78; C 0.17; F -0.19